Record 1
The following is a quantum chemistry calculation of C14H7IrN2O7S as an isolated structure in a non-equilibrium geometry, from OMol25.

Computed properties:
- Energy above the lowest of the compared OMol25 structures with the same formula, charge and spin: 0.0 kJ/mol
- Frontier orbital gap (alpha / beta): 9.06 / 5.82 eV
- E_tot: -45606.03477 eV
- LUMO (alpha / beta): -4.321 / -8.110 eV
- Total charge: +1
- HOMO energy (alpha / beta): -13.39 / -13.93 eV
- Multiplicity: 6

Positions of all 32 atoms, in Å:
Ir: 0.016 1.735 -1.562
O: -3.452 -0.542 -2.060
C: -2.345 -0.106 -2.075
O: -2.000 1.143 -1.713
C: -1.172 -0.905 -2.582
C: -1.166 -2.181 -3.112
C: 0.033 -2.659 -3.636
C: 1.176 -1.857 -3.671
C: 1.080 -0.595 -3.124
N: -0.058 -0.198 -2.576
C: 2.101 0.513 -3.164
O: 3.212 0.378 -3.561
O: 1.570 1.694 -2.755
H: -2.076 -2.764 -3.128
H: 0.069 -3.655 -4.057
H: 2.101 -2.186 -4.122
O: -2.329 -0.143 1.037
S: -1.743 1.068 1.496
O: -2.495 2.252 1.704
N: -0.461 1.431 0.404
C: 0.800 1.257 0.996
O: 1.753 1.384 0.244
C: 0.713 0.913 2.405
C: 1.759 0.725 3.299
C: 1.437 0.398 4.606
C: 0.108 0.259 5.006
C: -0.945 0.445 4.115
C: -0.612 0.771 2.820
H: 2.785 0.838 2.977
H: 2.227 0.248 5.329
H: -0.112 0.002 6.034
H: -1.974 0.338 4.428

Forces on the atoms, in the same order (eV/Å):
-1.4 -0.1 -0.5
-0.1 0.1 0.1
-0.2 -0.2 -0.1
0.6 0.3 -0.1
0.1 0.2 0.1
0.0 -0.1 -0.1
0.0 0.0 0.0
-0.1 0.0 0.0
-0.1 0.0 0.0
0.3 -0.2 0.2
0.1 -0.1 -0.1
0.0 0.1 0.0
0.3 0.1 0.3
0.0 0.0 0.0
0.0 0.0 0.0
0.0 0.0 0.0
0.0 -0.1 0.0
-0.1 0.0 0.1
0.0 0.0 -0.1
0.3 0.0 0.1
0.1 -0.1 0.1
0.2 0.0 0.2
0.0 0.0 0.1
0.0 0.0 0.0
0.0 0.0 0.0
0.0 0.0 0.0
0.0 0.0 0.0
0.0 0.1 0.0
0.0 0.0 0.0
0.0 0.0 0.0
0.0 0.0 0.0
0.0 0.0 0.0

The molecule's Mulliken atomic charges, reported in e, are given here: Ir 1.7742; O -0.5205; C 0.2958; O -0.6920; C 0.6200; C -0.5902; C -0.2198; C -0.5621; C 0.4903; N -0.5554; C 0.4593; O -0.4800; O -0.4881; H 0.5137; H 0.4703; H 0.5041; O -0.5299; S 1.0973; O -0.5559; N -0.3177; C 0.8744; O -0.6790; C 0.1048; C -0.6439; C -0.5431; C -0.4766; C -0.6457; C 0.4725; H 0.5122; H 0.4167; H 0.4178; H 0.4768



Record 2
The following is a quantum chemistry calculation of C14H7N2O7OsS as an isolated structure, from OMol25.

Computed properties:
- Energy above the lowest of the compared OMol25 structures with the same formula, charge and spin: 0.0 kJ/mol
- Frontier orbital gap (alpha / beta): 8.73 / 6.64 eV
- E_tot: -45238.27813 eV
- LUMO (alpha / beta): -4.791 / -6.909 eV
- Total charge: +1
- HOMO energy (alpha / beta): -13.52 / -13.55 eV
- Multiplicity: 5

Positions of all 32 atoms, in Å:
Os: -0.226 1.281 -0.466
O: 2.479 4.192 0.046
C: 1.588 3.419 0.151
O: 1.236 2.511 -0.802
C: 0.684 3.332 1.364
C: 0.721 4.086 2.517
C: -0.232 3.817 3.499
C: -1.194 2.820 3.326
C: -1.171 2.109 2.147
N: -0.248 2.391 1.228
C: -2.087 0.988 1.704
O: -2.981 0.562 2.351
O: -1.755 0.534 0.459
H: 1.473 4.854 2.635
H: -0.226 4.393 4.415
H: -1.940 2.600 4.076
O: -1.972 -0.609 -2.714
C: -0.909 -0.988 -2.332
N: 0.113 -0.070 -1.894
S: 1.437 -0.871 -1.266
O: 2.663 -0.676 -1.946
O: 1.367 -0.370 0.133
C: 0.790 -2.476 -1.497
C: 1.402 -3.680 -1.211
C: 0.706 -4.829 -1.567
C: -0.535 -4.754 -2.197
C: -1.123 -3.531 -2.489
C: -0.440 -2.382 -2.131
H: 2.372 -3.728 -0.737
H: 1.140 -5.797 -1.358
H: -1.046 -5.668 -2.466
H: -2.083 -3.462 -2.982

Forces on the atoms, in the same order (eV/Å):
0.1 0.1 0.2
0.0 0.0 0.0
0.0 0.1 0.0
0.0 0.0 0.0
0.0 0.0 0.0
0.0 0.0 0.0
0.0 0.0 0.0
0.0 0.0 0.0
0.0 0.0 0.0
-0.1 0.0 0.0
0.0 0.0 0.0
0.0 0.0 0.0
0.0 0.0 0.0
0.0 0.0 0.0
0.0 0.0 0.0
0.0 0.0 0.0
0.0 0.0 0.0
0.0 0.0 0.1
0.1 -0.1 0.0
0.0 0.0 -0.1
0.0 0.0 0.0
0.0 0.0 0.0
0.0 0.0 0.0
0.0 0.0 0.0
0.0 0.0 0.0
0.0 0.0 0.0
0.0 0.0 0.0
0.0 0.0 0.0
0.0 0.0 0.0
0.0 0.0 0.0
0.0 0.0 0.0
0.0 0.0 0.0

The molecule's Mulliken atomic charges, reported in e, are given here: Os 1.3888; O -0.4702; C 0.2736; O -0.6133; C 0.6487; C -0.5596; C -0.2289; C -0.5397; C 0.7067; N -0.1924; C 0.1714; O -0.4785; O -0.5898; H 0.5118; H 0.4628; H 0.5094; O -0.4906; C 0.4198; N -0.2878; S 1.2064; O -0.5601; O -0.6851; C 0.5608; C -0.7626; C -0.4716; C -0.5232; C -0.5879; C 0.3769; H 0.4738; H 0.4114; H 0.4151; H 0.5039



Record 3
The following is a quantum chemistry calculation of C14H8BrCl2NOReS6 as an isolated structure in a non-equilibrium geometry, from OMol25.

Computed properties:
- Frontier orbital gap (alpha / beta): 6.03 / 5.29 eV
- E_tot: -180412.91469 eV
- LUMO (alpha / beta): -1.534 / -2.355 eV
- HOMO energy (alpha / beta): -7.56 / -7.65 eV
- Multiplicity: 2

Positions of all 34 atoms, in Å:
Re: -0.579 0.920 -0.156
S: -4.582 4.149 5.019
C: -3.552 3.485 3.939
S: -2.965 4.348 2.541
C: -2.012 3.043 1.865
C: -1.998 1.872 2.588
S: -1.087 0.471 2.185
S: -2.950 1.849 4.053
S: -1.162 3.313 0.421
Br: 1.893 1.293 0.302
C: 2.446 -0.519 -0.091
C: 3.779 -0.817 -0.143
C: 4.163 -2.147 -0.367
C: 3.210 -3.120 -0.485
C: 1.835 -2.816 -0.414
C: 0.857 -3.827 -0.485
C: -0.469 -3.505 -0.409
C: -0.876 -2.168 -0.320
C: 0.030 -1.128 -0.274
C: 1.414 -1.465 -0.258
H: 4.525 -0.049 -0.010
H: 5.212 -2.390 -0.428
H: 3.490 -4.152 -0.635
H: 1.173 -4.855 -0.585
H: -1.216 -4.281 -0.430
H: -1.936 -1.956 -0.292
Cl: -0.060 1.369 -2.560
C: 0.316 3.022 -3.104
Cl: 1.277 3.900 -1.904
H: -0.623 3.553 -3.256
H: 0.894 2.930 -4.022
O: -4.212 -1.138 -0.613
S: -3.837 0.228 -0.966
N: -2.398 0.589 -0.706

Forces on the atoms, in the same order (eV/Å):
-3.1 0.7 0.8
0.2 -0.1 -0.1
-0.1 0.1 0.2
0.1 -0.4 0.2
-0.2 0.2 0.0
0.2 -0.5 0.2
-0.2 0.6 -1.1
0.0 0.4 -0.2
0.7 -0.9 -0.2
0.8 -0.4 0.1
0.3 -0.1 0.0
-0.4 0.5 0.1
-0.1 -0.4 0.0
0.2 0.1 0.0
0.0 0.2 0.0
-0.2 -0.1 0.0
0.4 -0.2 -0.1
-0.1 0.4 0.1
0.4 0.7 0.2
0.0 -0.2 -0.1
0.1 0.1 0.0
0.1 0.0 0.0
0.1 -0.1 0.0
0.0 -0.1 0.0
-0.1 -0.1 0.0
0.0 0.0 0.0
0.2 -0.8 -0.4
0.0 0.6 0.4
-0.1 0.0 -0.4
0.2 -0.1 0.0
-0.1 -0.1 0.1
-0.2 0.1 -0.2
0.8 -0.2 0.4
0.5 0.2 0.3

The molecule's Mulliken atomic charges, reported in e, are given here: Re 0.4386; S -0.2093; C 0.1063; S -0.0489; C 0.1517; C 0.1818; S -0.2353; S -0.0388; S -0.2981; Br -0.1313; C 0.8128; C -0.7491; C -0.5347; C -0.8718; C 0.8313; C -0.8096; C -1.0392; C -0.4045; C 0.2748; C 0.4740; H 0.4033; H 0.3848; H 0.3809; H 0.3594; H 0.4099; H 0.3685; Cl 0.0329; C -0.3736; Cl -0.1130; H 0.2948; H 0.3616; O -0.5006; S 0.2322; N -0.1417



Record 4
The following is a quantum chemistry calculation of C14H8BrF5OSV as an isolated structure in a non-equilibrium geometry, from OMol25.

Computed properties:
- Frontier orbital gap (alpha / beta): 6.71 / 6.90 eV
- E_tot: -136841.86949 eV
- LUMO (alpha / beta): -5.294 / -5.225 eV
- Total charge: +1
- HOMO energy (alpha / beta): -12.00 / -12.12 eV
- Multiplicity: 3

Positions of all 31 atoms, in Å:
V: 0.258 -1.089 -0.298
F: 0.099 -1.916 -6.787
C: 0.581 -1.747 -5.569
C: -0.266 -1.391 -4.534
F: -1.560 -1.209 -4.741
C: 0.304 -1.242 -3.294
F: -0.554 -0.872 -2.251
C: 1.630 -1.410 -2.987
S: 2.264 -1.198 -1.335
C: 2.445 -1.767 -4.050
F: 3.744 -1.959 -3.861
C: 1.931 -1.934 -5.325
F: 2.728 -2.280 -6.321
C: 1.503 -0.033 3.439
C: 0.456 0.268 2.433
O: 0.562 -0.356 1.334
C: -0.626 1.180 2.667
C: -0.856 1.616 3.982
C: -1.939 2.426 4.268
C: -2.781 2.820 3.238
C: -2.551 2.418 1.922
C: -1.484 1.595 1.639
H: 2.295 -0.629 3.001
H: 1.053 -0.597 4.261
H: 1.905 0.891 3.852
H: -0.198 1.315 4.785
H: -2.124 2.750 5.283
H: -3.630 3.456 3.458
H: -3.204 2.753 1.129
H: -1.304 1.314 0.611
Br: -0.683 -3.173 0.053

Forces on the atoms, in the same order (eV/Å):
0.0 -1.3 -1.5
0.0 0.0 0.0
-0.1 0.0 -0.2
0.1 -0.1 -0.2
0.0 0.0 0.1
-0.6 0.3 0.4
0.1 0.1 0.1
0.3 0.0 0.3
-0.4 0.1 -0.3
0.3 -0.1 -0.1
0.0 0.0 0.1
0.1 0.0 -0.1
0.0 0.0 0.0
-0.1 0.0 0.3
0.4 -0.5 -0.5
-0.1 1.3 1.3
-0.1 0.1 0.3
-0.1 0.1 0.0
0.1 -0.1 -0.1
-0.1 0.1 -0.1
0.0 0.0 0.1
-0.1 0.1 0.0
0.0 0.0 -0.1
0.0 0.0 0.0
0.0 0.0 0.0
0.0 0.0 0.0
0.0 0.0 0.0
0.0 0.0 0.0
0.0 0.0 0.0
0.1 -0.1 0.0
0.0 0.1 0.0

The molecule's Mulliken atomic charges, reported in e, are given here: V 1.0010; F -0.2705; C 0.8249; C -0.5646; F -0.2619; C 1.0196; F -0.2562; C 0.1365; S -0.3735; C 0.4501; F -0.2988; C -0.1101; F -0.2451; C -1.4329; C 0.9154; O -0.5225; C 0.7925; C -0.3065; C -0.8606; C -0.3259; C -0.8768; C -0.2256; H 0.3584; H 0.4041; H 0.4258; H 0.3804; H 0.4097; H 0.4039; H 0.4155; H 0.2822; Br -0.2886